A 2-piece molecular cluster, C9H20ClP overall at a distorted geometry, computed with ωB97M-V with the def2-TZVPD basis set.

The geometry in XYZ format:
```
31
Properties=species:S:1:pos:R:3:forces:R:3
C 0.22161 -1.46097 -1.88940 0.6 -0.1 1.4
C -2.07008 0.83210 -0.20846 4.7 2.3 0.0
C -2.47613 -1.65965 -0.19015 -2.4 -0.5 1.3
C -1.66186 -0.38393 1.84884 -1.7 -1.0 -1.3
C 1.24304 1.25611 1.05658 -1.5 0.5 1.2
C 2.73205 -0.37878 -0.00924 2.5 0.8 0.9
C 1.61175 1.40714 -1.34576 0.5 0.8 -0.5
C -1.67936 -0.49875 0.28967 2.2 -0.5 1.7
C 1.56149 0.47309 -0.17972 -2.7 -0.2 0.5
P 0.09450 -0.88300 -0.31106 1.5 1.7 -1.2
Cl 1.21835 -2.23562 2.55158 -0.4 0.4 -0.9
H 1.08593 -1.17097 -2.49569 -0.1 0.0 0.5
H -0.10205 -2.44806 -2.12690 -1.1 -0.3 -0.5
H -3.02490 0.90202 0.06162 -4.2 0.8 0.9
H -1.45515 1.69324 0.32338 -1.5 -1.8 -1.1
H -1.93795 0.96430 -1.25415 -0.1 0.0 -1.0
H -1.81734 -2.49251 -0.14455 0.0 -1.3 0.4
H -2.91749 -1.70376 -1.19923 0.2 0.8 0.4
H -3.29784 -1.71421 0.63436 1.1 -0.6 -1.8
H -0.97027 -0.88189 2.40946 2.6 -2.0 0.6
H -1.50108 0.58162 2.14444 0.2 2.8 0.4
H -2.53806 -0.72207 2.38354 -1.0 0.0 -0.6
H 1.02639 0.71906 2.02202 0.5 0.0 -1.2
H 2.07483 1.92317 1.20640 0.3 0.5 0.3
H 0.33123 1.84489 0.82321 0.7 0.1 0.4
H 3.59541 0.21111 0.47552 -1.2 -0.6 -0.7
H 3.13400 -0.69469 -0.98173 -0.3 -0.8 0.5
H 2.38202 -1.04976 0.77515 1.0 -1.1 -0.3
H 2.00783 0.87991 -2.21109 -0.4 0.1 -0.4
H 0.67976 1.96124 -1.53728 0.2 -0.4 -0.1
H 2.37673 2.18767 -1.14237 -0.3 -0.4 0.1
```
Forces are in eV/Å.

Results
Charge: 0
Gap between HOMO and LUMO (spin up / spin down) (eV): 6.6 / 6.6
Relative energy (zero: lowest compared OMol25 entry of this formula, charge and spin) (kJ/mol): 155.6
E_tot (eV): -31464.8479
2S+1: 1
LUMO energy (spin up / spin down) (eV): -1.71 / -1.71
E_HOMO (spin up / spin down) (Eh): -0.30553 / -0.30551

***

C9H20FeN2S5Se3Te as an isolated structure at a distorted geometry, computed with ωB97M-V with the def2-TZVPD basis set.

The geometry in XYZ format:
```
41
Properties=species:S:1:pos:R:3:forces:R:3
Fe -0.26023 0.65850 -1.03460 0.1 0.1 0.1
C 0.84567 -2.90770 -0.73200 -0.5 0.0 -0.2
C 2.14557 -2.16890 -0.97030 -0.2 0.4 0.2
S 2.02617 -0.38940 -0.56670 1.2 -0.6 0.2
C 2.18877 -0.37570 1.25560 -0.1 0.1 -0.5
C 0.89817 -0.58000 2.02520 -0.4 0.3 0.0
S -0.39363 0.57170 1.41790 -0.3 -0.5 0.8
C -1.90283 -0.43650 1.67650 0.4 0.1 0.2
C -3.03883 0.06600 0.80890 0.2 0.1 -0.4
S -2.72503 -0.00440 -0.98860 -1.3 -0.2 0.1
C -3.12573 -1.75270 -1.36560 0.2 0.4 0.1
C -2.00633 -2.71370 -1.01260 0.5 0.1 -0.1
S -0.45673 -1.83680 -1.43030 -0.1 -1.6 0.0
H 0.65177 -3.08100 0.32600 0.0 0.0 0.0
H 0.83797 -3.86110 -1.25850 0.0 -0.1 0.1
H 2.38717 -2.16340 -2.03420 0.1 -0.1 0.0
H 2.97557 -2.59470 -0.41090 0.0 -0.1 -0.1
H 2.60147 0.60940 1.47360 0.1 0.0 0.1
H 2.91717 -1.14030 1.52280 0.1 0.1 0.1
H 1.05927 -0.36560 3.08280 0.0 -0.1 0.0
H 0.51487 -1.59420 1.92090 0.0 0.0 0.0
H -2.17473 -0.35720 2.73140 0.0 -0.1 -0.1
H -1.64983 -1.46980 1.44340 0.0 0.0 0.0
H -3.23853 1.11860 1.02000 -0.1 -0.1 0.0
H -3.94273 -0.50960 0.99760 -0.1 0.0 0.1
H -3.28373 -1.74420 -2.44290 -0.1 0.0 0.0
H -4.06083 -2.00680 -0.87080 0.0 0.0 -0.1
H -2.07393 -3.62210 -1.61030 0.0 0.0 0.0
H -2.00103 -2.99010 0.04140 0.0 0.0 0.0
Se -1.63363 2.83250 -0.65860 -0.6 0.6 0.1
Se -1.76203 3.80590 -2.66910 0.3 0.1 -0.4
Te 0.10367 2.86230 -4.12720 -0.4 0.6 0.0
Se 0.12577 0.52920 -3.46220 -0.1 -0.4 -0.3
N 1.22467 3.45770 1.44770 0.1 0.3 0.4
C 2.03557 3.24600 0.40860 -0.2 -0.4 -0.1
N 3.32227 3.59540 0.48970 0.1 0.3 0.4
S 1.49697 2.47810 -0.98910 0.9 0.6 -0.5
H 1.52207 3.99070 2.24950 0.0 0.0 0.0
H 0.23337 3.29800 1.32990 0.2 0.1 -0.1
H 3.70057 4.10680 1.27120 -0.1 0.0 0.0
H 3.91597 3.43930 -0.30630 -0.1 -0.1 0.0
```
Forces are in eV/Å.

Results
Charge: +1
Gap between HOMO and LUMO (spin up / spin down) (eV): 7.1 / 4.9
Relative energy (zero: lowest compared OMol25 entry of this formula, charge and spin) (kJ/mol): 116.9
E_tot (eV): -304529.9197
<S²>: 8.78
2S+1: 6
LUMO energy (spin up / spin down) (eV): -2.65 / -4.71
E_HOMO (spin up / spin down) (Eh): -0.35779 / -0.35254

***

A 2-piece molecular cluster, C9H20N2O overall at a distorted geometry, computed with ωB97M-V with the def2-TZVPD basis set.

The geometry in XYZ format:
```
32
Properties=species:S:1:pos:R:3:forces:R:3
H 2.54246 -0.62996 -1.87832 -0.7 -0.2 -0.4
N 1.68347 -0.97106 -2.36277 -0.5 1.2 0.1
C 0.77259 -0.03749 -2.37205 0.9 -1.5 -0.1
N 0.91518 1.18773 -1.85132 -0.3 0.6 0.1
C 0.08939 2.38634 -1.73346 -0.4 0.4 -1.0
C 1.31831 3.12376 -1.15103 -0.5 0.1 -0.1
C 2.11463 1.81758 -1.36123 0.7 -0.1 0.4
H -0.21225 -0.24758 -2.80346 0.2 0.0 0.1
H -0.73604 2.30129 -1.03460 -0.2 -0.1 0.0
H -0.30384 2.81256 -2.69913 0.4 -0.5 0.8
H 1.12745 3.40378 -0.11006 0.4 0.1 -0.3
H 1.63323 3.97020 -1.76819 0.1 -0.1 0.4
H 2.90020 1.88360 -2.13388 -0.1 -0.1 0.4
H 2.51152 1.34471 -0.43894 0.0 0.3 -0.5
C -1.24153 0.24258 1.32053 0.2 0.7 -0.3
C -0.83523 -1.21525 1.43680 0.8 -0.1 0.0
C -0.92711 -1.60502 2.91188 -0.4 -0.7 0.2
C 0.63614 -1.32414 0.97931 0.1 0.1 0.5
C -1.69230 -2.18531 0.60752 0.1 -0.3 0.2
O -1.83693 -1.73692 -0.74188 -0.5 0.0 0.0
H -0.72351 0.82620 2.10272 -0.1 -0.2 -0.3
H -2.30860 0.41476 1.46457 -0.1 -0.1 -0.1
H -0.92693 0.66565 0.35017 -0.3 -0.2 0.3
H -1.94772 -1.39506 3.27970 0.3 -0.2 0.0
H -0.71828 -2.68956 3.04812 -0.1 0.6 0.0
H -0.22707 -1.03644 3.54021 -0.1 -0.1 -0.3
H 1.21120 -0.49973 1.44274 -0.1 -0.3 -0.3
H 1.07769 -2.26104 1.34835 -0.1 0.1 -0.2
H 0.74973 -1.28101 -0.10799 -0.1 0.0 0.2
H -1.19941 -3.19450 0.62745 -0.3 0.8 -0.1
H -2.67099 -2.30784 1.09016 0.0 0.1 -0.1
H -2.77541 -1.76284 -1.00192 0.7 -0.1 0.3
```
Forces are in eV/Å.

Results
Charge: 0
SMILES: [H]/N=C\N1CCC1.CC(C)(C)CO
Gap between HOMO and LUMO (eV): 9.1
Relative energy (zero: lowest compared OMol25 entry of this formula, charge and spin) (kJ/mol): 129.5
E_tot (eV): -14683.7160
2S+1: 1
LUMO energy (eV): 0.74
E_HOMO (Eh): -0.30780

***

An isolated molecule of C9H20O4S at a distorted geometry, computed with ωB97M-V with the def2-TZVPD basis set.

The geometry in XYZ format:
```
34
Properties=species:S:1:pos:R:3:forces:R:3
C 2.43822 -1.16441 0.46876 1.0 -3.9 0.1
C 2.94799 0.25050 0.39228 0.3 0.7 -0.4
C 1.71736 1.27451 0.13573 0.3 -1.8 0.8
C 1.14468 1.36924 -1.32748 3.2 -1.8 -1.3
C 0.17731 2.52017 -1.65890 -0.1 2.3 0.4
C -1.12701 2.43851 -0.79452 -0.3 2.0 0.3
C -1.92612 1.15488 -0.79646 1.2 -1.9 1.2
C -1.57662 0.01566 0.21864 0.3 0.0 2.4
C -2.49280 -1.18966 0.11020 0.8 0.2 -1.4
O -2.53664 -2.12081 1.19783 1.6 -0.7 2.5
S -1.08571 -2.77392 1.44699 2.1 -2.1 -0.6
O -0.47147 -2.82580 0.14565 -0.3 0.1 0.8
O -0.26198 -2.25410 2.53546 -2.4 -0.6 -1.1
O -1.46159 -4.38241 1.71457 1.6 0.3 4.6
H 3.26588 -2.01468 0.13800 -1.7 2.2 0.9
H 1.73197 -1.23013 -0.37840 -0.2 -0.5 0.8
H 2.00304 -1.63217 1.48313 0.7 1.6 -2.3
H 3.63477 0.26878 -0.52800 -0.7 0.4 1.4
H 3.53908 0.56907 1.33816 -1.0 -0.4 -1.7
H 2.25738 2.15304 0.43773 -0.8 1.2 0.1
H 0.91629 0.91492 0.88553 1.2 1.2 -1.0
H 0.91268 0.28736 -1.67527 -0.8 1.8 0.7
H 2.09905 1.42888 -2.01116 -1.5 0.6 1.2
H 0.03906 2.76297 -2.78578 0.0 -1.1 1.8
H 0.61283 3.55750 -1.25600 -0.3 -2.3 -1.0
H -0.76945 2.82758 0.22882 -1.0 -1.0 -1.1
H -1.97094 3.16741 -1.11839 2.0 -0.5 0.2
H -2.94936 1.46176 -0.60286 -0.3 -0.6 -0.5
H -1.71481 0.61893 -1.72441 -0.8 0.5 -0.6
H -1.82014 0.23434 1.26672 -0.1 1.2 0.1
H -0.51231 -0.25221 0.38730 -0.6 0.0 -1.2
H -3.46759 -0.80393 0.08679 -1.6 0.2 -0.2
H -2.26701 -1.83509 -0.69939 -0.1 -0.1 -1.4
H -1.02607 -4.79669 2.73873 -1.9 2.4 -4.6
```
Forces are in eV/Å.

Results
Charge: 0
SMILES: CCCCCCCCCOS(=O)(=O)O
Gap between HOMO and LUMO (eV): 10.3
Relative energy (zero: lowest compared OMol25 entry of this formula, charge and spin) (kJ/mol): 401.7
E_tot (eV): -28678.4039
2S+1: 1
LUMO energy (eV): 0.00
E_HOMO (Eh): -0.37835

***

C9H20OSi as an isolated structure at a distorted geometry, computed with ωB97M-V with the def2-TZVPD basis set.

The geometry in XYZ format:
```
31
Properties=species:S:1:pos:R:3:forces:R:3
C -0.87703 -2.19641 -2.08955 1.3 0.3 1.2
C 0.13686 -1.52391 -1.48744 -3.2 -1.7 0.0
C -0.11799 1.99875 -1.83331 -2.5 -1.9 -0.1
C -2.47769 -0.48416 1.90855 2.2 -3.2 -2.7
C 1.76537 -1.97718 0.21932 -1.0 0.9 1.0
C 2.52324 2.01483 0.78757 1.0 -0.6 -1.2
C -1.07097 1.40004 -0.75081 1.7 1.6 -0.7
C -1.24899 0.34833 2.19648 2.0 -0.4 0.0
C 0.36435 -1.40489 -0.05739 0.6 1.9 1.2
O 1.37235 1.54796 1.36984 -4.2 -1.1 -0.1
Si -0.06210 0.79300 0.75651 0.2 -2.6 -0.4
H -0.72305 -2.50503 -3.08238 -0.1 0.2 -1.5
H -1.70235 -2.70467 -1.62334 -0.2 0.1 0.6
H 0.84902 -1.19938 -2.15302 2.0 0.9 -1.3
H 0.65885 1.34724 -1.96829 2.1 -2.2 -0.6
H -0.56271 2.11148 -2.81832 -0.3 0.4 0.1
H 0.39168 2.81132 -1.51516 1.0 3.3 0.9
H -2.80510 -0.99395 2.76995 -0.8 -0.3 1.1
H -3.21453 0.02313 1.37906 -1.6 1.4 -0.3
H -2.30789 -1.36315 1.12671 0.2 1.5 1.6
H 2.37780 -1.29441 -0.24570 2.1 1.7 -0.8
H 2.06938 -2.05625 1.25491 -0.2 0.1 0.4
H 2.04099 -2.87368 -0.26144 -0.4 -1.6 -0.6
H 2.74678 2.98963 1.15523 0.3 0.8 0.6
H 2.43831 2.16850 -0.31181 0.3 -0.6 0.5
H 3.29678 1.28461 1.10055 0.2 0.7 -0.7
H -1.56018 0.59269 -1.24490 -0.3 -1.1 0.1
H -1.83009 2.15255 -0.65365 -0.5 0.4 0.9
H -0.50673 -0.13331 2.88696 -0.8 -0.1 -0.3
H -1.62411 1.15987 2.76010 0.0 1.4 0.5
H -0.34023 -2.03356 0.42479 -1.0 -0.2 0.7
```
Forces are in eV/Å.

Results
Charge: 0
Gap between HOMO and LUMO (eV): 8.9
Relative energy (zero: lowest compared OMol25 entry of this formula, charge and spin) (kJ/mol): 266.0
E_tot (eV): -19580.3242
2S+1: 1
LUMO energy (eV): 0.86
E_HOMO (Eh): -0.29427

***

A 2-piece molecular cluster, C9H20OSi overall at a distorted geometry, computed with ωB97M-V with the def2-TZVPD basis set.

The geometry in XYZ format:
```
31
Properties=species:S:1:pos:R:3:forces:R:3
C -1.61427 0.86239 1.38039 -1.2 1.2 1.4
C -0.67302 -0.28193 1.32940 0.2 0.5 -0.3
C 0.51635 -0.15379 0.70132 -1.7 -1.2 2.6
O 1.42981 -1.15586 0.83655 0.2 -3.4 0.9
Si 1.41099 1.43802 0.39750 0.1 1.1 -1.3
C 0.52932 2.84370 -0.57739 1.8 -0.5 1.7
C 1.95687 1.85535 2.13692 -0.9 0.3 -0.8
H -2.53991 0.66887 0.86734 -0.6 -0.4 -0.4
H -1.26785 1.77877 0.86400 0.1 -0.5 0.7
H -1.99622 1.12284 2.45073 1.0 -0.3 -1.6
H -1.05720 -1.23359 1.78002 0.9 0.9 -0.4
H 1.05795 -2.04410 1.30251 0.9 3.4 -1.7
H 2.48639 1.08853 -0.56998 0.2 -0.1 0.4
H 1.26451 3.60565 -0.84552 0.0 -0.1 0.0
H 0.09492 2.46816 -1.44312 -0.8 -0.7 -1.7
H -0.21124 3.28760 0.02380 -1.0 0.8 0.7
H 2.98532 1.72028 2.22587 1.9 -0.2 0.2
H 1.70674 2.80012 2.56437 -0.2 0.9 -0.1
H 1.47313 1.13526 2.74369 -0.4 -0.9 0.7
C -2.27909 -2.01017 -0.44601 2.7 -0.2 -0.2
C -0.90068 -2.20893 -1.05991 0.0 0.0 -2.0
C -0.13099 -1.25264 -1.63292 -1.4 -2.1 -0.3
C 0.98541 -1.66690 -2.55610 -0.8 -1.3 -0.6
H -2.87906 -2.73583 -0.91302 -1.4 -0.6 -0.4
H -2.56026 -1.00105 -0.55002 -0.8 1.1 -0.5
H -2.22666 -2.16949 0.60230 -0.3 -0.6 1.0
H -0.71620 -3.24579 -1.45162 0.3 0.8 1.0
H -0.53206 -0.24919 -1.67201 0.4 0.3 0.2
H 1.76824 -0.94777 -2.63707 1.0 0.3 0.6
H 1.36806 -2.74393 -2.23820 -0.7 2.4 -1.1
H 0.55069 -1.57459 -3.61382 0.5 -0.9 1.2
```
Forces are in eV/Å.

Results
Charge: 0
SMILES: C/C=C(/O)[SiH](C)C.C/C=C/C
Gap between HOMO and LUMO (eV): 8.9
Relative energy (zero: lowest compared OMol25 entry of this formula, charge and spin) (kJ/mol): 340.4
E_tot (eV): -19579.5533
2S+1: 1
LUMO energy (eV): 0.88
E_HOMO (Eh): -0.29380

***

C9H21BClF4O2P2Ti as an isolated structure at a distorted geometry, computed with ωB97M-V with the def2-TZVPD basis set.

The geometry in XYZ format:
```
41
Properties=species:S:1:pos:R:3:forces:R:3
C 0.60458 -0.20364 -2.96132 -2.1 0.5 -1.7
C 1.89414 -0.09800 -2.35937 6.2 0.6 0.9
H 0.64892 0.14109 -4.02446 -0.1 -0.8 0.6
H -0.14602 0.45509 -2.45116 0.9 -0.2 -0.3
H 0.14742 -1.20813 -2.79353 0.7 0.5 -0.6
O 3.10487 -0.02954 -2.46336 -6.0 -0.5 -0.7
Cl -2.71887 -0.10594 -0.28215 2.0 0.0 0.0
Ti -0.56871 -0.04095 0.40672 -2.1 1.3 2.7
P -0.41694 2.48068 -0.06190 0.6 1.1 -0.6
C 1.01483 3.13382 0.82751 0.0 -0.3 0.2
C -0.26464 3.21536 -1.73574 -0.1 -0.7 -0.2
H -0.09733 4.29306 -1.59847 -0.1 -0.3 0.0
H -1.68385 4.44816 0.36073 0.0 -0.2 0.1
H -1.19541 3.05323 -2.30388 0.3 0.1 0.2
H -2.74483 3.00642 0.12386 0.1 0.3 0.2
H 1.91778 2.57668 0.55171 -0.1 0.3 0.2
H 0.57783 2.79144 -2.30009 -0.2 0.2 0.2
C -1.83484 3.38872 0.59892 -0.3 -0.6 0.3
H 1.10632 4.19333 0.55439 0.1 -0.2 0.2
H -1.89094 3.24941 1.68486 -0.1 0.1 -0.2
H 0.83271 3.03378 1.90563 0.2 0.0 -0.2
P -0.19582 -2.42893 0.16257 0.8 -2.8 0.4
C 1.25656 -2.95717 1.10884 0.6 0.4 0.3
C -1.49599 -3.38532 1.00440 -0.7 0.6 0.1
H -0.98932 -3.15993 -1.93992 0.2 -0.1 -0.2
H 0.16925 -4.35106 -1.28362 -0.1 0.3 0.2
H 0.78621 -2.86945 -2.01282 -0.1 -0.2 0.0
C -0.03367 -3.28075 -1.41775 -0.1 0.3 -0.6
H -2.47574 -3.17708 0.56513 0.1 -0.1 0.0
H -1.28884 -4.45777 0.91437 0.2 0.2 -0.1
H 1.45127 -4.03118 0.98682 -0.3 0.2 -0.1
H 1.10810 -2.75219 2.17569 0.0 0.0 -0.2
H -1.53285 -3.11608 2.06334 0.0 0.0 -0.1
H 2.14664 -2.41029 0.78701 0.0 -0.1 0.1
C 1.50372 0.06166 -0.55645 4.3 -0.2 2.6
O 2.56204 0.10004 0.01522 -4.4 0.0 -1.3
F -1.35446 0.04354 2.30038 -0.4 -0.1 -1.6
B -0.23581 0.08871 3.26805 0.7 0.3 2.1
F -0.22769 1.32215 3.86560 0.1 -1.1 -0.8
F -0.29266 -1.01114 4.07646 0.2 0.9 -1.1
F 0.85204 -0.00184 2.23781 -0.9 -0.1 -0.8
```
Forces are in eV/Å.

Results
Charge: +2
Gap between HOMO and LUMO (spin up / spin down) (eV): 7.1 / 7.6
Relative energy (zero: lowest compared OMol25 entry of this formula, charge and spin) (kJ/mol): 17.0
E_tot (eV): -79519.8386
<S²>: 0.76
2S+1: 2
LUMO energy (spin up / spin down) (eV): -9.72 / -10.04
E_HOMO (spin up / spin down) (Eh): -0.61907 / -0.64859

***

An isolated molecule of C9H21BN2O5S at a distorted geometry, computed with ωB97M-V with the def2-TZVPD basis set.

The geometry in XYZ format:
```
39
Properties=species:S:1:pos:R:3:forces:R:3
C 2.84154 1.75432 1.09663 -0.6 0.2 0.1
N 2.04384 1.06168 0.07187 0.6 -0.1 0.1
C 1.68911 1.91178 -1.06143 -0.2 0.2 0.3
B 2.60059 -0.21292 -0.34005 0.2 -0.2 0.2
O 3.78282 -0.32572 -1.04024 -0.7 0.8 -0.3
C 1.82201 -1.58932 -0.00831 -0.1 -0.6 -0.7
O 2.29796 -2.17417 1.22247 0.3 0.6 0.2
S 1.19212 -3.12115 1.84785 -0.3 -0.3 0.0
O 1.32468 -4.43343 1.31368 0.0 0.1 -0.1
O 1.16679 -2.93809 3.25285 0.1 0.1 0.0
O -0.06542 -2.40576 1.18641 0.2 -0.2 0.1
C 0.31642 -1.43960 0.17410 0.0 0.2 0.2
C -0.50744 -1.63942 -1.08780 0.1 0.4 0.0
C -1.64164 -0.63320 -1.27900 -0.3 -0.3 -0.1
C -2.67355 -0.59347 -0.14199 0.3 0.1 -0.1
C -2.43631 0.46132 0.93432 -0.4 0.2 0.0
C -2.55042 1.91812 0.44118 -0.1 -0.3 0.1
N -3.45616 2.07334 -0.70253 0.3 -0.1 0.1
H 2.18514 2.15136 1.87385 0.0 0.0 0.1
H 3.55433 1.08629 1.57568 0.1 0.0 0.0
H 3.36869 2.60822 0.66581 0.3 -0.1 0.0
H 1.41525 1.31594 -1.93295 0.0 0.0 0.0
H 2.49691 2.59380 -1.34525 0.1 -0.1 -0.1
H 0.82499 2.52955 -0.80578 -0.1 0.0 0.0
H 3.65215 -0.84526 -1.83770 0.5 -0.6 0.1
H 2.03859 -2.31755 -0.80195 -0.1 -0.1 0.0
H 0.13878 -0.45984 0.61084 -0.1 0.0 0.0
H 0.15939 -1.57278 -1.95376 0.0 -0.1 0.0
H -0.91877 -2.64750 -1.07216 0.1 -0.1 0.0
H -1.26053 0.36549 -1.49897 0.1 0.1 0.2
H -2.17161 -0.93613 -2.18462 0.0 0.0 -0.1
H -2.73724 -1.58009 0.32139 0.0 0.0 0.1
H -3.64746 -0.39275 -0.58250 -0.1 0.0 0.0
H -3.18433 0.30568 1.71577 0.0 0.0 0.0
H -1.47209 0.35420 1.42801 0.0 -0.1 0.1
H -2.88139 2.52083 1.29191 0.2 0.1 0.1
H -1.56069 2.26980 0.15109 0.0 0.1 -0.1
H -3.33066 2.99314 -1.10052 -0.2 0.1 0.0
H -4.41640 1.98329 -0.39827 -0.1 0.1 -0.1
```
Forces are in eV/Å.

Results
Charge: 0
SMILES: CN(C)B(O)[C@H]1OS(=O)(=O)O[C@@H]1CCCCCN
Gap between HOMO and LUMO (eV): 9.4
E_tot (eV): -34403.3486
2S+1: 1
LUMO energy (eV): 0.19
E_HOMO (Eh): -0.33929